1.
Density functional theory data (the ωB97M-V functional and the def2-TZVPD basis) for C21H22N2O7 in the gas phase.

Each line ends with the Mulliken charge.
Geometry (Å):
C: 1.718 2.142 1.818  -0.60
H: 1.228 -1.325 1.571  -0.05
N: 1.125 -1.450 -2.270  0.23
C: 0.996 -2.275 1.088  -0.72
O: 0.486 -3.300 -3.445  -0.66
H: -1.927 -3.475 -0.272  0.42
C: 0.030 0.675 -2.575  0.74
C: -0.887 -3.348 -0.018  -0.79
C: 0.425 1.918 1.345  0.23
H: -0.320 -4.866 -1.432  0.51
C: 0.917 -2.802 -2.441  0.21
C: -1.869 0.948 1.705  0.91
H: 0.162 -0.943 -4.013  0.36
C: -3.850 -0.262 2.118  -0.29
C: 1.794 -2.377 -0.225  0.35
H: 1.694 -0.052 -3.731  0.32
C: -0.480 1.186 2.143  0.33
H: 3.117 1.830 3.392  0.41
H: 0.464 -4.983 0.152  0.37
N: 0.020 2.342 0.091  0.10
H: 2.406 2.699 1.205  0.51
O: -2.493 0.027 2.452  -0.28
C: 0.060 3.011 -2.214  -0.73
H: 0.391 3.858 -2.815  0.34
C: 0.791 -0.454 -3.263  -0.63
C: 1.324 -3.500 -1.155  0.17
C: -4.805 0.749 2.736  -1.24
H: -4.028 -1.266 2.511  0.38
H: -1.032 2.968 -2.151  0.33
C: 1.588 -1.104 -1.021  -0.14
H: 2.858 -2.459 0.014  0.48
H: -0.890 1.968 -0.186  0.07
H: -3.953 -0.265 1.027  0.34
O: 1.711 3.718 -0.614  -0.66
H: -4.668 0.786 3.814  0.30
C: -0.055 0.693 3.378  -0.58
C: 1.228 0.919 3.829  -0.80
H: -0.754 0.133 3.980  0.47
O: 1.777 0.030 -0.665  -0.61
O: -2.413 1.507 0.774  -0.74
H: 2.126 -4.205 -1.389  0.26
C: 0.706 3.080 -0.814  0.76
H: -1.139 -1.693 1.264  0.11
H: -5.829 0.462 2.517  0.40
H: -4.619 1.736 2.321  0.30
C: 2.111 1.648 3.044  -0.55
O: -0.926 0.501 -1.868  -0.60
H: 1.541 0.533 4.788  0.42
C: -0.468 -2.394 0.799  0.34
H: 1.307 -3.086 1.754  0.60
C: 0.114 -4.287 -0.616  -0.99
O: 0.561 1.850 -2.882  -0.40

## Properties
ΔE to the lowest compared entry with this formula, charge and spin ... 0.0 kJ/mol
Frontier orbital gap ... 8.97 eV
Highest occupied orbital energy ... -8.517 eV
Largest force on an atom ... 0.68 eV/Å
E_tot ... -39449.0040 eV
Lowest unoccupied orbital energy ... 0.45 eV



2.
Density functional theory data (the ωB97M-V functional and the def2-TZVPD basis) for a gas-phase ion, C3H11N2 (charge +1).

Each line ends with the Mulliken charge.
Geometry (Å):
H: 1.284 1.069 1.404  0.34
H: -0.914 -0.645 -0.656  0.43
C: 0.623 0.826 0.570  -0.51
H: -0.956 0.672 2.020  0.38
N: -1.594 -0.268 0.180  -0.31
C: 1.349 -0.030 -0.451  -0.56
H: -2.159 0.509 -0.125  0.32
C: -0.546 0.081 1.206  -0.66
H: -0.240 -0.877 1.621  0.36
H: -2.193 -0.991 0.553  0.32
H: 2.120 0.516 -1.003  0.33
H: 1.818 -0.892 0.015  0.35
H: 0.299 1.757 0.115  0.29
H: 0.182 0.175 -2.120  0.28
N: 0.314 -0.539 -1.408  -0.60
H: 0.613 -1.363 -1.920  0.25

## Properties
ΔE to the lowest compared entry with this formula, charge and spin ... 7.8 kJ/mol
Frontier orbital gap ... 11.85 eV
Highest occupied orbital energy ... -14.892 eV
Charge ... +1
Largest force on an atom ... 0.96 eV/Å
E_tot ... -6263.5009 eV
Lowest unoccupied orbital energy ... -3.04 eV